# 1
The ion C3H10N4S2 with charge +2, computed with the ωB97M-V functional and the def2-TZVPD basis.

Output
Relative energy (zero: lowest compared OMol25 entry of this formula, charge and spin) ... 41.7 kcal per mole
Net charge ... +2
HOMO-LUMO gap ... 7.4 eV
Calculated total energy ... -1134.9321 a.u.

Structure (XYZ):
```
19
Properties=species:S:1:pos:R:3:forces:R:3
C -0.23841 1.00338 0.06302 0.3 -1.8 -0.9
C 0.94248 0.78259 1.05286 -0.1 -2.4 -0.1
C -1.04971 -0.37294 0.10698 2.3 0.3 2.1
N -0.39159 -1.14870 1.00719 -1.0 0.2 -0.8
N -2.21399 -0.60507 -0.45101 2.0 0.6 0.9
N 0.70964 -0.56928 1.64141 1.1 2.8 -2.5
N -2.73515 0.32705 -1.29465 1.8 4.4 -1.5
S 2.63898 0.95884 0.08265 0.2 -0.8 0.1
S 2.86857 -0.76954 -1.18252 -2.9 1.3 0.6
H 0.26557 1.25400 -0.93648 -1.6 -0.4 1.2
H 1.19676 1.59345 1.74829 -0.5 -0.3 0.1
H -0.58076 -2.08983 1.32928 -0.4 0.0 -0.4
H -2.51535 -1.51732 -0.69217 -0.4 -1.3 0.2
H -0.98299 1.71615 0.35419 0.1 1.0 0.3
H 0.91603 -0.82272 2.57988 -0.3 0.0 0.8
H 3.94196 -1.42801 -0.88499 1.7 -0.3 0.6
H -2.34069 1.37269 -1.11671 -1.4 -3.5 -0.4
H -3.71591 0.33809 -1.21815 -1.5 0.1 0.2
H 3.28456 -0.02284 -2.18906 0.6 0.0 -0.7
```
Forces are in eV/Å.

# 2
The ion C3H10N5 with charge +1, computed with the ωB97M-V functional and the def2-TZVPD basis.

Output
Relative energy (zero: lowest compared OMol25 entry of this formula, charge and spin) ... 12.3 kcal per mole
Net charge ... +1
SMILES ... N[C@H]1NC=[NH+][C@@H](N)N1
HOMO-LUMO gap ... 10.4 eV
Calculated total energy ... -393.8383 a.u.

Structure (XYZ):
```
18
Properties=species:S:1:pos:R:3:forces:R:3
N -2.40113 0.82209 -0.09044 0.3 1.0 -1.3
C -1.26647 0.13830 0.48148 0.8 0.1 -0.8
N -1.14138 -1.32926 -0.02474 2.8 0.5 0.1
C 0.08992 -1.86927 -0.15086 -2.3 1.0 0.1
N 1.19134 -1.21442 0.04145 0.2 1.2 0.5
C 1.28500 0.26164 0.39932 -2.5 -1.5 1.4
N 2.42492 0.76197 -0.16878 1.1 3.2 -0.1
N -0.08345 0.85975 0.07211 2.5 -0.9 1.5
H -2.51266 1.78909 0.28906 0.1 -1.4 0.6
H -2.09797 1.14829 -1.05309 -0.6 -1.1 1.0
H -1.27749 0.01880 1.56663 -0.3 0.4 -0.1
H -1.87207 -1.96253 -0.21042 -1.4 -0.3 0.0
H 0.23791 -2.90192 -0.44649 -0.6 0.0 -0.1
H 1.98244 -1.72306 -0.28389 1.1 0.0 0.3
H 1.40608 0.44397 1.49502 -0.3 -0.9 -0.6
H 2.78952 0.57282 -1.09736 -0.8 0.0 0.0
H 2.43502 1.79346 0.07716 0.7 -1.7 -0.7
H -0.03156 0.95127 -0.90140 -0.5 0.4 -1.9
```
Forces are in eV/Å.

# 3
An isolated molecule of C3H10N6, computed with the ωB97M-V functional and the def2-TZVPD basis.

Output
Relative energy (zero: lowest compared OMol25 entry of this formula, charge and spin) ... 130.1 kcal per mole
Net charge ... 0
HOMO-LUMO gap (spin up / spin down) ... 7.8 / 7.9 eV
Calculated total energy ... -448.5815 a.u.

Structure (XYZ):
```
19
Properties=species:S:1:pos:R:3:forces:R:3
C -1.93793 -1.45331 1.01026 -0.3 1.4 2.1
C 2.07097 1.83920 0.05653 -0.8 -1.2 -1.7
C -1.51901 0.52598 -1.36251 -1.6 0.1 1.7
N 1.49512 -1.55534 0.66142 1.4 -1.5 -1.7
N 0.24628 -1.74163 0.82769 -1.1 -0.6 1.3
N 1.98820 -0.43989 0.19207 -2.7 0.8 1.1
N -0.76692 -1.04396 0.30530 2.9 0.3 -0.1
N 1.31011 0.65176 0.39586 1.2 0.4 0.2
N -0.52240 -0.24295 -0.66106 0.2 -0.2 -1.4
H -2.71307 -0.69431 0.98145 -0.1 0.0 -0.1
H -2.23646 -2.37678 0.64440 -1.0 -1.6 -0.9
H -1.57040 -1.62907 2.04940 -0.8 0.3 -0.8
H 3.13512 1.74923 0.02415 0.9 -0.4 0.0
H 1.73230 2.23588 -0.89269 0.0 0.2 -0.5
H 1.82528 2.54015 0.76116 -0.5 1.9 1.8
H -0.91775 1.06939 -2.06920 -0.2 0.9 0.0
H -2.24266 -0.02021 -1.96558 0.1 -0.8 -0.1
H -2.23728 1.12293 -0.67864 1.4 -0.2 -0.9
H 2.86048 -0.53705 -0.28002 0.9 0.2 -0.1
```
Forces are in eV/Å.

# 4
A cluster of 2 separate species, C3H10N8O4 in total, computed with the ωB97M-V functional and the def2-TZVPD basis.

Output
Net charge ... +2
HOMO-LUMO gap (spin up / spin down) ... 9.0 / 9.0 eV
Calculated total energy ... -858.4659 a.u.

Structure (XYZ):
```
25
Properties=species:S:1:pos:R:3:forces:R:3
C 1.17368 -0.03874 1.26377 -0.3 0.1 0.6
C 2.22090 0.44734 0.48459 0.0 0.2 0.1
C -2.74593 0.48269 -0.62781 0.0 0.2 0.0
N 0.89273 -1.15298 1.76605 -0.4 -0.1 0.4
N 0.93620 -3.49528 2.32630 -0.4 -1.4 0.7
N 0.72957 0.30655 -1.25465 -1.4 -0.3 -0.9
N 1.89723 0.69366 -0.83957 1.0 0.4 -0.8
N -2.54663 -0.82120 -0.40365 0.0 0.0 0.0
N -2.25486 1.05263 -1.71606 -0.1 0.0 -0.1
N 3.36166 0.92060 0.93470 0.0 -0.1 -0.4
N -3.39026 1.21829 0.27194 -0.2 0.1 0.1
O 1.58557 -2.30075 1.54052 1.3 -0.2 -0.9
O 1.50951 -4.45607 2.17135 -0.3 1.4 -0.2
O 0.43784 0.54440 -2.41838 1.1 0.0 1.0
O 2.82233 1.36146 -1.60469 -0.1 0.0 0.2
H -3.08643 -1.28863 0.30640 0.0 0.0 0.0
H -2.20635 -1.39998 -1.15464 0.0 0.0 0.0
H -1.68634 0.54884 -2.38416 -0.1 0.0 0.2
H -2.40686 2.03048 -1.90654 0.0 0.0 0.0
H 3.67075 0.77025 1.88530 -0.1 0.0 0.0
H 2.46762 1.42110 -2.51826 -0.2 -0.2 0.3
H 3.96139 1.45621 0.31442 0.0 -0.1 0.1
H 0.09863 -1.30086 2.40215 0.2 0.2 -0.2
H -3.87090 0.80317 1.05759 0.1 0.0 -0.2
H -3.57103 2.19682 0.10333 0.0 -0.1 0.0
```
Forces are in eV/Å.

# 5
A cluster of 2 separate species, C3H10NO in total, computed with the ωB97M-V functional and the def2-TZVPD basis.

Output
Spin multiplicity ... 2
Relative energy (zero: lowest compared OMol25 entry of this formula, charge and spin) ... 47.4 kcal per mole
Net charge ... 0
HOMO-LUMO gap (spin up / spin down) ... 4.0 / 9.7 eV
Calculated total energy ... -250.1413 a.u.

Structure (XYZ):
```
15
Properties=species:S:1:pos:R:3:forces:R:3
C -0.95339 -0.84728 -0.73810 -1.2 -0.1 -0.1
C 0.25690 0.00473 -0.90829 -0.7 0.6 -0.5
C 1.18366 -0.33986 -1.80615 0.7 -0.5 -0.7
N 0.44511 1.06180 0.09492 -0.7 -0.7 0.0
H -1.74666 -0.69540 -1.47828 0.4 0.3 -0.4
H -0.70555 -1.90814 -0.84216 0.1 0.0 0.4
H -1.53133 -0.63872 0.16860 0.5 -0.3 0.3
H 2.15901 0.04911 -2.04668 -0.1 0.7 0.4
H 0.92306 -1.12827 -2.50620 -0.1 -0.2 0.3
H 0.30865 2.01060 -0.24413 0.3 -0.2 -0.2
H 1.41847 0.97590 0.57757 0.3 0.2 0.2
H -0.28128 0.89220 0.82318 0.7 0.3 0.0
H 0.11301 -0.25861 3.22632 0.3 -0.4 0.5
H -1.20197 0.53112 3.04498 -0.9 0.1 0.7
O -0.38768 0.29080 2.63442 0.4 0.2 -1.1
```
Forces are in eV/Å.

# 6
A cluster of 2 separate species, C3H10NO in total, computed with the ωB97M-V functional and the def2-TZVPD basis.

Output
Relative energy (zero: lowest compared OMol25 entry of this formula, charge and spin) ... 106.2 kcal per mole
Net charge ... +1
HOMO-LUMO gap ... 9.3 eV
Calculated total energy ... -249.8846 a.u.

Structure (XYZ):
```
15
Properties=species:S:1:pos:R:3:forces:R:3
C 2.16942 0.41593 0.20022 0.6 -3.1 -0.8
C 0.03988 -0.83156 -0.28848 -2.2 -3.9 3.0
C -2.27977 -0.34986 0.20952 3.6 -3.6 1.2
N 0.66189 0.44855 -0.07687 2.3 1.4 -2.8
O -2.46388 0.92148 0.11764 0.5 -0.5 3.8
H 2.69411 -0.17133 -0.64342 -1.3 0.3 1.4
H 2.70831 1.29983 0.12438 0.0 2.4 0.1
H 2.38845 -0.02772 1.17842 -0.3 -0.1 -0.4
H 0.00497 -1.51691 -1.19981 0.8 2.2 0.6
H 0.46021 -1.52744 0.57569 -1.2 1.4 -1.7
H -2.37539 -1.20555 -0.47147 -1.0 1.3 -0.5
H -2.18882 -0.75230 1.26633 -0.3 1.0 -1.3
H 0.13622 0.95216 0.65107 0.3 0.2 -0.5
H 0.68858 0.96513 -1.00457 -0.9 -0.2 1.5
H -2.64417 1.37958 -0.63866 -0.9 1.2 -3.8
```
Forces are in eV/Å.

# 7
A cluster of 2 separate species, C3H10NO in total, computed with the ωB97M-V functional and the def2-TZVPD basis.

Output
Relative energy (zero: lowest compared OMol25 entry of this formula, charge and spin) ... 13.6 kcal per mole
Net charge ... +1
HOMO-LUMO gap ... 11.3 eV
Calculated total energy ... -250.0321 a.u.

Structure (XYZ):
```
15
Properties=species:S:1:pos:R:3:forces:R:3
C 0.18925 0.71632 1.20288 0.6 -0.6 0.7
C -0.32816 0.81765 -0.18211 0.2 0.5 -0.2
C -0.97704 1.82260 -0.73515 -0.3 0.0 -0.4
N 0.19356 -0.21819 -1.14990 -0.1 0.5 0.4
H 1.20653 1.11872 1.27504 -0.1 0.3 -0.2
H -0.42369 1.23066 1.93553 -0.2 0.2 -0.2
H 0.32369 -0.30580 1.55823 -0.3 -0.1 -0.2
H -1.11659 1.88909 -1.80625 -0.1 -0.2 -0.1
H -1.39657 2.65675 -0.19501 0.2 -0.1 0.4
H 0.81377 0.24768 -1.78881 0.5 0.2 -0.5
H -0.55819 -0.62959 -1.69543 -0.1 -0.2 0.1
H 0.72061 -0.94941 -0.67243 -0.3 -0.4 0.4
H -0.06500 -2.71982 1.39646 0.8 -0.1 -1.0
H 0.96140 -3.21474 0.25702 -0.4 -0.1 0.6
O 0.45644 -2.46192 0.59991 -0.3 0.0 0.3
```
Forces are in eV/Å.

# 8
A cluster of 2 separate species, C3H10NO in total, computed with the ωB97M-V functional and the def2-TZVPD basis.

Output
Relative energy (zero: lowest compared OMol25 entry of this formula, charge and spin) ... 50.9 kcal per mole
Net charge ... +1
HOMO-LUMO gap ... 10.4 eV
Calculated total energy ... -249.9727 a.u.

Structure (XYZ):
```
15
Properties=species:S:1:pos:R:3:forces:R:3
C 2.10475 -0.64499 0.26125 -2.3 0.4 -2.3
N 1.18124 0.29699 0.97811 0.7 0.9 4.3
H 1.69658 -0.30610 -0.77291 1.6 -1.8 0.9
H 1.88084 -1.72097 0.49706 0.4 1.3 -0.3
H 3.13651 -0.30983 0.38899 -0.3 -0.3 0.1
H 1.32523 1.21110 0.46351 -0.4 -0.9 1.7
H 0.09641 0.09034 1.12938 1.3 -0.3 -1.3
H 1.44957 0.32668 2.06700 -0.3 0.7 -3.0
C -2.24736 0.04596 -1.49029 1.1 0.6 -0.7
C -1.52132 0.57451 -0.52929 0.9 -1.0 1.6
O -1.33013 -0.05566 0.79999 -1.6 0.7 -2.5
H -2.53166 -0.98869 -1.59793 -0.7 0.1 0.5
H -2.26959 0.68229 -2.37482 -0.2 -0.4 0.0
H -0.84697 1.41685 -0.66400 -0.7 0.3 0.3
H -2.12410 -0.61847 0.84396 0.5 -0.1 0.6
```
Forces are in eV/Å.